No. 1
Here is an isolated molecule of C5H10INO at a distorted geometry from the Open Molecules 2025 dataset. Energies are from the ωB97M-V functional and the def2-TZVPD basis.

HOMO ... -8.570 eV
HOMO-LUMO gap ... 8.712 eV
Structure (SMILES) ... CC1(C)OCCN1I
LUMO energy ... 0.14 eV

Each line ends with the natural charge from an NBO analysis.
Positions of all 18 atoms, in Å:
C  -0.819  1.836  -0.073  -0.27
C  0.702  1.723  -0.057  -0.07
C  -0.041  -0.445  -0.059  0.43
C  0.435  -1.155  1.202  -0.65
C  -0.436  -1.429  -1.143  -0.65
N  -1.210  0.534  0.427  -0.62
O  0.931  0.431  -0.575  -0.53
I  -3.133  -0.012  0.004  0.28
H  -1.200  2.616  0.587  0.21
H  -1.155  2.020  -1.101  0.18
H  1.200  2.446  -0.703  0.20
H  1.100  1.809  0.963  0.17
H  0.564  -0.446  2.013  0.22
H  1.389  -1.630  0.984  0.22
H  -0.284  -1.913  1.503  0.22
H  -0.859  -0.909  -2.000  0.22
H  -1.153  -2.155  -0.772  0.22
H  0.465  -1.949  -1.459  0.23

No. 2
Here is C5H10INOS as an isolated structure at a distorted geometry from the Open Molecules 2025 dataset. Energies are from the ωB97M-V functional and the def2-TZVPD basis.

HOMO ... -8.668 eV
HOMO-LUMO gap ... 8.740 eV
LUMO energy ... 0.07 eV

Each line ends with the natural charge from an NBO analysis.
Positions of all 19 atoms, in Å:
C  -0.241  -1.886  -2.504  0.09
C  -0.460  -2.446  -1.116  -0.11
C  -0.293  -0.651  0.531  -0.07
C  0.570  0.417  -0.249  -0.61
C  0.548  2.581  1.429  -0.77
N  0.904  -1.976  -3.012  -0.58
O  -1.045  -1.522  -0.271  -0.54
S  1.714  1.374  0.739  0.23
I  1.297  -1.545  -4.936  0.29
H  -1.103  -1.447  -2.869  0.17
H  1.068  -0.190  -1.078  0.24
H  -1.362  -3.185  -1.140  0.21
H  0.434  -2.714  -0.633  0.19
H  0.418  -1.178  1.082  0.16
H  -0.842  -0.053  1.271  0.19
H  -0.321  0.953  -0.754  0.21
H  1.133  3.514  1.511  0.23
H  0.192  2.444  2.519  0.22
H  -0.317  2.628  0.627  0.23

No. 3
Here is C5H10LuO3 as an isolated structure at a distorted geometry from the Open Molecules 2025 dataset. Energies are from the ωB97M-V functional and the def2-TZVPD basis.

HOMO (alpha / beta) ... -16.693 / -19.007 eV
Net charge ... +2
HOMO-LUMO gap (alpha / beta) ... 6.811 / 8.923 eV
2S+1 ... 2
LUMO energy (alpha / beta) ... -9.88 / -10.08 eV

Each line ends with the Löwdin spin population.
Positions of all 19 atoms, in Å:
C  2.704  0.833  0.406  0.00
O  1.857  1.829  -0.057  0.01
C  2.273  -0.551  -0.077  0.01
O  0.881  -0.695  0.259  0.23
C  0.008  -1.100  -0.689  0.52
C  -1.407  -0.968  -0.279  0.09
O  -1.676  0.434  -0.051  0.04
C  -3.010  0.722  0.363  0.01
Lu  0.006  1.683  -0.078  0.05
H  2.747  0.811  1.513  0.00
H  3.741  0.982  0.049  0.00
H  2.823  -1.356  0.426  0.00
H  2.401  -0.629  -1.166  0.00
H  0.356  -1.583  -1.602  0.03
H  -1.614  -1.496  0.668  0.02
H  -2.074  -1.324  -1.076  0.00
H  -3.102  1.808  0.459  0.00
H  -3.712  0.359  -0.399  0.00
H  -3.203  0.241  1.331  0.00

No. 4
Here is C5H10MnOP as an isolated structure at a distorted geometry from the Open Molecules 2025 dataset. Energies are from the ωB97M-V functional and the def2-TZVPD basis.

HOMO (alpha / beta) ... -6.183 / -5.320 eV
HOMO-LUMO gap (alpha / beta) ... 6.193 / 5.236 eV
2S+1 ... 5
LUMO energy (alpha / beta) ... 0.01 / -0.08 eV

Each line ends with the natural charge from an NBO analysis.
Positions of all 18 atoms, in Å:
C  -1.335  -0.924  -0.685  -0.48
C  -0.277  -1.467  -1.593  -0.41
C  0.778  -2.059  -0.829  -0.30
C  0.592  -1.782  0.539  -0.38
C  -0.740  -1.159  0.707  -0.46
Mn  0.150  0.385  -0.340  0.80
P  -1.023  2.422  0.078  0.04
H  -2.154  -0.237  -0.985  0.22
H  -0.283  -1.537  -2.658  0.22
H  1.508  -2.714  -1.205  0.22
H  -1.107  -0.834  1.681  0.22
H  1.308  -2.182  1.311  0.22
H  -1.518  2.593  1.397  0.03
H  -2.214  2.294  -0.662  0.02
H  -0.597  3.727  -0.202  0.01
O  1.898  1.037  0.984  -0.95
H  2.417  0.751  1.762  0.50
H  2.599  1.685  0.697  0.48

No. 5
Here is a 2-piece molecular cluster, C5H10N overall at a distorted geometry from the Open Molecules 2025 dataset. Energies are from the ωB97M-V functional and the def2-TZVPD basis.

HOMO ... -13.243 eV
Net charge ... +1
HOMO-LUMO gap ... 8.351 eV
LUMO energy ... -4.89 eV

Each line ends with the natural charge from an NBO analysis.
Positions of all 16 atoms, in Å:
C  -0.381  0.641  -0.789  0.17
C  -1.013  1.140  0.284  -0.67
C  0.634  -1.271  2.854  0.15
C  0.232  0.144  -1.815  -0.25
C  0.345  0.709  -3.204  -0.61
N  -0.055  -0.361  2.418  -0.60
H  -0.594  2.061  0.678  0.25
H  -2.079  0.866  0.589  0.25
H  1.056  -1.198  3.861  0.23
H  1.087  -1.987  2.191  0.22
H  0.825  -0.820  -1.736  0.25
H  0.080  1.720  -3.171  0.23
H  -0.405  0.031  -3.904  0.24
H  1.371  0.442  -3.539  0.24
H  -0.677  0.307  2.924  0.44
H  -0.411  -0.030  1.429  0.46

No. 6
Here is C5H10N as an isolated structure at a distorted geometry from the Open Molecules 2025 dataset. Energies are from the ωB97M-V functional and the def2-TZVPD basis.

HOMO ... -14.090 eV
Net charge ... +1
HOMO-LUMO gap ... 10.629 eV
LUMO energy ... -3.46 eV

Each line ends with the natural charge from an NBO analysis.
Positions of all 16 atoms, in Å:
C  -0.502  -0.685  -0.182  -0.13
C  -1.246  0.393  -0.276  -0.20
C  2.404  -0.575  0.282  -0.27
C  1.356  -0.340  -0.712  -0.05
C  -2.721  0.424  0.122  -0.69
N  1.822  0.701  0.142  -0.52
H  -0.709  -1.654  0.239  0.23
H  -0.763  1.277  -0.695  0.21
H  2.315  -1.272  1.120  0.27
H  3.388  -0.834  -0.076  0.26
H  1.366  -0.344  -1.757  0.26
H  -3.310  1.330  -0.023  0.25
H  -3.490  -0.300  -0.277  0.26
H  -2.801  0.243  1.219  0.24
H  1.413  1.143  0.902  0.45
H  2.461  1.498  -0.164  0.45

No. 7
Here is an isolated ion of composition C5H10N and charge +1 at a distorted geometry from the Open Molecules 2025 dataset. Energies are from the ωB97M-V functional and the def2-TZVPD basis.

HOMO ... -14.416 eV
Net charge ... +1
HOMO-LUMO gap ... 8.897 eV
Structure (SMILES) ... C=[NH+]/C=C/CC
LUMO energy ... -5.52 eV

Each line ends with the natural charge from an NBO analysis.
Positions of all 16 atoms, in Å:
C  2.338  -0.536  0.303  -0.61
C  1.130  -0.375  1.220  -0.47
C  -0.170  -0.174  0.562  -0.03
C  -0.418  0.673  -0.447  -0.12
N  -1.679  0.870  -1.049  -0.38
C  -2.727  0.133  -1.009  0.10
H  2.264  0.049  -0.617  0.20
H  2.474  -1.588  0.070  0.23
H  3.259  -0.144  0.733  0.24
H  1.237  0.451  1.938  0.26
H  1.059  -1.258  1.856  0.24
H  -1.035  -0.696  0.954  0.21
H  0.324  1.234  -0.996  0.23
H  -1.788  1.762  -1.517  0.44
H  -2.633  -0.813  -0.494  0.22
H  -3.634  0.411  -1.507  0.24

No. 8
Here is an isolated ion of composition C5H10N and charge +1 at a distorted geometry from the Open Molecules 2025 dataset. Energies are from the ωB97M-V functional and the def2-TZVPD basis.

HOMO ... -14.045 eV
Net charge ... +1
HOMO-LUMO gap ... 9.905 eV
Structure (SMILES) ... C=C[N+]1(C)CC1
LUMO energy ... -4.14 eV

Each line ends with the natural charge from an NBO analysis.
Positions of all 16 atoms, in Å:
C  -1.515  0.488  1.710  -0.28
C  -0.107  0.774  1.044  -0.06
C  1.667  0.004  -0.638  -0.21
C  0.550  0.694  -1.407  -0.20
C  -0.449  -1.282  -0.301  -0.42
N  0.281  -0.005  -0.155  -0.25
H  -1.767  1.335  2.376  0.26
H  -1.911  -0.412  1.503  0.20
H  0.383  1.660  1.215  0.21
H  1.956  -1.072  -0.738  0.25
H  2.315  0.559  0.044  0.25
H  0.414  1.748  -1.348  0.25
H  0.074  0.270  -2.249  0.25
H  0.110  -1.952  -1.001  0.24
H  -0.602  -1.793  0.726  0.26
H  -1.399  -1.017  -0.781  0.24

No. 9
Here is an isolated ion of composition C5H10N and charge +1 at a distorted geometry from the Open Molecules 2025 dataset. Energies are from the ωB97M-V functional and the def2-TZVPD basis.

HOMO ... -13.783 eV
Net charge ... +1
HOMO-LUMO gap ... 7.660 eV
LUMO energy ... -6.12 eV

Each line ends with the natural charge from an NBO analysis.
Positions of all 16 atoms, in Å:
C  0.326  -1.717  0.359  0.30
C  1.080  1.718  -0.555  0.22
C  -0.765  -2.376  1.129  -0.68
C  -0.117  2.390  -1.037  -0.72
C  0.063  -0.324  0.180  -0.37
N  1.180  0.545  -0.249  -0.43
H  2.079  2.156  -0.669  0.21
H  -0.152  -2.389  2.116  0.32
H  -0.755  -3.424  0.889  0.28
H  -1.622  -1.727  1.195  0.27
H  -0.658  2.814  -0.169  0.26
H  -0.743  1.679  -1.542  0.22
H  0.057  3.209  -1.786  0.27
H  1.274  -2.023  0.040  0.26
H  -0.465  -0.611  -0.783  0.33
H  -0.781  0.080  0.883  0.26

No. 10
Here is an isolated ion of composition C5H10N and charge +1 from the Open Molecules 2025 dataset. Energies are from the ωB97M-V functional and the def2-TZVPD basis.

HOMO ... -14.027 eV
Net charge ... +1
HOMO-LUMO gap ... 10.279 eV
Structure (SMILES) ... C[C@]12C[C@H]1[C@@H]2[NH3+]
LUMO energy ... -3.75 eV

Each line ends with the natural charge from an NBO analysis.
Positions of all 16 atoms, in Å:
C  1.296  1.428  0.262  -0.36
C  1.337  0.042  -0.310  -0.24
C  0.470  -0.554  0.754  -0.08
C  0.028  0.671  0.008  -0.01
C  -1.244  1.024  -0.669  -0.62
N  -0.227  -1.832  0.414  -0.67
H  1.634  1.593  1.276  0.22
H  1.519  2.243  -0.411  0.24
H  1.840  -0.388  -1.147  0.25
H  0.751  -0.530  1.802  0.22
H  -1.710  0.167  -1.154  0.20
H  -1.051  1.778  -1.428  0.25
H  -1.949  1.445  0.046  0.24
H  -0.452  -1.833  -0.590  0.45
H  -1.099  -1.924  0.951  0.45
H  0.375  -2.639  0.620  0.45

No. 11
Here is an isolated ion of composition C5H10N and charge +1 at a distorted geometry from the Open Molecules 2025 dataset. Energies are from the ωB97M-V functional and the def2-TZVPD basis.

HOMO ... -13.937 eV
Net charge ... +1
HOMO-LUMO gap ... 9.354 eV
Structure (SMILES) ... C=CCC(C)=[NH2+]
LUMO energy ... -4.58 eV

Each line ends with the natural charge from an NBO analysis.
Positions of all 16 atoms, in Å:
C  -0.542  0.674  -1.527  -0.27
C  -0.304  0.614  -0.044  -0.53
C  -1.755  0.981  -1.942  -0.30
C  0.657  -0.303  0.625  0.53
C  0.710  -0.550  2.061  -0.72
N  1.352  -1.182  -0.092  -0.66
H  0.194  0.610  -2.275  0.23
H  -1.166  0.629  0.657  0.27
H  -1.944  0.765  -3.004  0.23
H  -2.618  1.317  -1.225  0.22
H  0.283  1.548  0.148  0.29
H  1.818  -0.814  2.225  0.26
H  0.003  -1.403  2.296  0.30
H  0.207  0.246  2.681  0.28
H  1.958  -1.783  0.482  0.43
H  1.147  -1.350  -1.066  0.44

No. 12
Here is a 2-piece molecular cluster, C5H10N overall at a distorted geometry from the Open Molecules 2025 dataset. Energies are from the ωB97M-V functional and the def2-TZVPD basis.

HOMO (alpha / beta) ... -13.995 / -13.495 eV
Net charge ... +1
HOMO-LUMO gap (alpha / beta) ... 8.843 / 8.610 eV
LUMO energy (alpha / beta) ... -5.15 / -4.88 eV

Each line ends with the natural charge from an NBO analysis.
Positions of all 16 atoms, in Å:
C  0.591  -0.996  1.166  -0.21
C  -0.420  -0.275  1.680  0.00
C  0.613  -0.285  -0.126  0.19
C  1.694  -0.136  -1.216  -0.69
C  -1.622  0.804  -0.252  -0.44
N  -0.450  0.718  0.548  -0.41
H  1.101  -1.845  1.494  0.26
H  -0.835  -0.164  2.603  0.24
H  -0.603  -1.463  -1.186  0.11
H  1.952  -1.104  -1.657  0.28
H  2.647  0.223  -0.722  0.25
H  1.345  0.520  -2.029  0.26
H  -1.357  0.516  -1.248  0.25
H  -2.407  0.139  0.276  0.24
H  -2.116  1.720  -0.124  0.24
H  -0.132  1.630  0.793  0.44

Record-wise DFT total energy values, in Ha: -624.16516; -1022.27527; -1657.05919; -1763.94793; -250.87649; -250.86193; -250.96493; -250.86884; -250.87790; -250.94611; -250.96114; -250.79311
Record-wise ΔE to the lowest compared entry with this formula, charge and spin values, in kcal per mole: 0.00; 18.77; 0.00; 0.00; 80.83; 89.96; 25.33; 85.63; 79.94; 37.14; 27.71; 133.15